Computed, not measured: one molecule with the formula C3H2O2, with ωB97M-V/def2-TZVPD.

The geometry in XYZ format:
```
7
Properties=species:S:1:pos:R:3
O -2.7119 -0.0868 0.1780
C -1.5085 -0.0387 0.2817
C -0.2822 0.3295 0.0948
C 1.0325 -0.1467 -0.2875
O 0.8573 0.6496 0.8754
H 1.2180 -1.2134 0.0190
H 1.3947 0.5065 -1.1614
```

Its relative energy (zero: lowest compared OMol25 entry of this formula, charge and spin) is 2.592 eV. The lowest unoccupied orbital energy is 0.0004 Ha. The calculation puts the HOMO energy at -0.3341 Eh. For the total energy, the calculation gives -7234.310 eV. The frontier orbital gap comes out at 9.103 eV.

These are the natural (NBO) partial charges, in e, on atoms 1 to 4: atom 1 (O): -0.45, atom 2 (C): 0.61, atom 3 (C): -0.08, atom 4 (C): -0.09